(1)
DFT (wB97M-V/def2-TZVPD) results for an isolated molecule of C5H7N at a distorted geometry.

Each line ends with the natural charge from an NBO analysis.
Geometry (Å):
C (-0.2216, 0.5700, 1.3058)  -0.42
C (-1.0377, -0.1351, 0.2815)  -0.25
C (0.3250, -0.6777, 0.6566)  -0.25
C (0.7966, -0.4907, -0.8334)  -0.13
N (0.6651, 0.9771, -1.3308)  -0.63
C (-0.4794, 0.1103, -1.1400)  -0.06
H (-0.5611, 0.4354, 2.3312)  0.23
H (0.1924, 1.5508, 1.0902)  0.22
H (-2.0178, -0.5639, 0.4660)  0.23
H (0.5651, -1.5699, 1.2243)  0.23
H (1.4283, -1.1405, -1.4072)  0.22
H (1.3519, 1.0386, -0.5853)  0.40
H (-1.0038, -0.1459, -2.0498)  0.22

## Properties
Frontier orbital gap   9.97 eV
Total charge   0
SMILES   C1[C@@H]2[C@H]1[C@@H]1N[C@H]21
HOMO energy   -8.77 eV
LUMO energy   1.2 eV
Relative energy (zero: lowest compared OMol25 entry of this formula, charge and spin)   112.3 kcal/mol
Strongest force on any atom   2.4 eV/Å

***

(2)
DFT (wB97M-V/def2-TZVPD) results for a structure of composition C5H7N at a distorted geometry.

Each line ends with the natural charge from an NBO analysis.
Geometry (Å):
C (0.4298, -0.8482, -1.8384)  0.09
C (-0.1664, -0.9750, -0.4744)  -0.34
C (0.4478, 0.3209, 0.2681)  -0.18
C (-0.5759, 0.5068, -0.7917)  -0.09
C (-0.0007, 0.5540, 1.6928)  -0.64
N (0.0730, 0.3445, -2.1265)  -0.39
H (1.0914, -1.5114, -2.4162)  0.19
H (-0.8777, -1.6231, -0.0645)  0.23
H (1.4524, 0.5013, 0.0889)  0.22
H (-1.7090, 0.7748, -0.7416)  0.23
H (-0.7024, -0.2140, 2.1684)  0.22
H (-0.4485, 1.5448, 1.9564)  0.22
H (0.9862, 0.6245, 2.2788)  0.22

## Properties
Frontier orbital gap   9.93 eV
Total charge   0
HOMO energy   -8.78 eV
LUMO energy   1.2 eV
Relative energy (zero: lowest compared OMol25 entry of this formula, charge and spin)   82.6 kcal/mol
Strongest force on any atom   4.2 eV/Å

***

(3)
DFT (wB97M-V/def2-TZVPD) results for the ion C5H7N2 with charge +1 at a distorted geometry.

Each line ends with the natural charge from an NBO analysis.
Geometry (Å):
C (0.5741, -0.0576, 0.9076)  -0.19
C (0.5058, 0.9231, 0.0488)  -0.15
C (-0.2996, 0.8141, -1.2857)  -0.30
N (-0.8579, -0.5056, -1.5723)  -0.18
N (-1.8830, -0.8897, -0.5023)  -0.41
C (-0.5886, -1.2179, -0.5217)  0.64
C (0.4771, -1.5230, 0.5405)  -0.47
H (0.6720, -0.0394, 1.9344)  0.25
H (0.6984, 1.9777, 0.3548)  0.27
H (-1.1800, 1.5062, -1.1287)  0.27
H (0.3941, 1.1143, -2.0925)  0.27
H (-2.5690, -1.4535, -0.8798)  0.42
H (1.4662, -1.8209, 0.0875)  0.30
H (0.0891, -2.1120, 1.3286)  0.28

## Properties
Frontier orbital gap   9.55 eV
Total charge   +1
SMILES   C1=CCN2[NH+]=C2C1
HOMO energy   -14.92 eV
LUMO energy   -5.4 eV
Relative energy (zero: lowest compared OMol25 entry of this formula, charge and spin)   140.5 kcal/mol
Strongest force on any atom   4.2 eV/Å

***

(4)
DFT (wB97M-V/def2-TZVPD) results for the ion C5H7N2 with charge +1 at a distorted geometry.

Each line ends with the natural charge from an NBO analysis.
Geometry (Å):
C (-3.0373, -1.0598, 0.1038)  0.31
C (-1.8520, -0.6345, 0.0375)  -0.32
C (-0.0219, 1.3198, -1.0092)  -0.05
C (-0.4533, -0.7033, 0.6906)  0.57
C (0.3608, -1.3185, 1.6424)  -0.76
N (-0.5340, 0.0936, -0.2700)  -0.20
N (1.2419, 1.3404, -1.4343)  -0.78
H (-0.0752, 2.0959, -0.1637)  0.23
H (-0.7524, 1.4992, -1.8672)  0.26
H (0.9090, -2.0393, 1.0912)  0.31
H (-0.2618, -2.0708, 2.3162)  0.32
H (1.0637, -0.6784, 2.2327)  0.31
H (1.4867, 1.2000, -2.4461)  0.41
H (1.9257, 0.9557, -0.9239)  0.38

## Properties
Frontier orbital gap   8.86 eV
Total charge   +1
HOMO energy   -14.73 eV
LUMO energy   -5.9 eV
Relative energy (zero: lowest compared OMol25 entry of this formula, charge and spin)   213.8 kcal/mol
Strongest force on any atom   5.8 eV/Å